23
Properties=species:S:1:pos:R:3 method="wB97M-V/def2-TZVPD" lumo_ev="-3.9 / -3.9" charge=+1 e_homo_ev="-13.441 / -13.446" de_lowest_kj_mol=0.0 largest_force_ev_per_a=2.606 homo_lumo_gap_ev="9.5 / 9.5" multiplicity=6
Mn 0.166 -0.178 -0.073
F -0.594 1.642 -0.492
O 0.807 -0.701 -2.186
H 1.490 -0.191 -2.589
H 0.121 -0.896 -2.833
O 0.847 -2.309 0.592
H 0.635 -2.801 -0.210
H 0.767 -2.946 1.334
O 2.037 0.465 0.681
H 2.201 1.396 0.835
H 2.456 0.127 1.523
O 1.320 2.797 -1.637
H 1.058 2.813 -2.545
H 0.541 2.579 -1.105
O -1.738 -1.405 -0.258
H -1.954 -1.884 -1.083
H -1.478 -2.129 0.357
O -0.364 -0.087 2.054
H 0.305 -0.233 2.730
H -0.928 0.668 2.300
O -2.494 1.216 1.251
H -3.113 0.565 0.907
H -2.086 1.491 0.447